No. 1
9
Properties=species:S:1:pos:R:3 method="wB97M-V/def2-TZVPD" homo_ev="-9.01 / -8.76" largest_force_ev_per_a=1.8 orbital_gap_ev="7.9135 / 8.1492" multiplicity=1 de_lowest_ev=3.2325 total_charge=0
C 0.08 -1.10 -0.42
C 0.80 -0.04 -0.51
C -1.43 -1.18 -0.10
O -1.94 -2.24 0.08
O -2.13 -0.06 -0.03
P -1.82 1.56 -0.15
H 0.41 -2.13 -0.52
H 1.56 0.67 -0.63
H -1.61 1.74 1.24

No. 2
9
Properties=species:S:1:pos:R:3 method="wB97M-V/def2-TZVPD" homo_ev=-8.75 largest_force_ev_per_a=3.2 orbital_gap_ev=8.8404 multiplicity=1 de_lowest_ev=1.4286 total_charge=0 smiles="O=C=PCC=O"
O -1.92 1.91 1.41
C -1.43 1.49 0.47
P -0.98 1.13 -1.07
C 0.36 -0.22 -0.76
C 0.86 -0.80 0.59
O 0.32 -0.59 1.64
H -0.05 -1.09 -1.25
H 1.22 -0.29 -1.37
H 1.62 -1.53 0.35